1.
Formula: C5H7N
Source: the Open Molecules 2025 dataset
Level of theory: ωB97M-V/def2-TZVPD

Results
SMILES: C[C@@H]1C=CN=C1
gap between HOMO and LUMO: 0.3430 Ha
electronic energy: -6786.6069 eV
HOMO energy: -8.74 eV
strongest force on any atom: 0.0251 hartree/bohr
energy above the lowest of the compared OMol25 structures with the same formula, charge and spin: 1.906 eV
LUMO level: 0.5934 eV

Structure (ORCA input):
```
! wB97M-V def2-TZVPD RIJCOSX def2/J DEFGRID3
* xyz 0 1
C 0.92 -0.73 0.95
C 0.34 1.05 -0.61
C 0.40 -0.46 -0.50
C -1.09 -0.71 -0.42
N -1.74 0.29 0.06
C -0.86 1.39 -0.14
H 1.94 -0.35 1.09
H 0.90 -1.78 1.26
H 1.11 1.69 -1.02
H 0.94 -1.02 -1.27
H -1.66 -1.49 -0.89
H 0.18 -0.21 1.58
H -1.36 2.34 -0.10
*
```

---

2.
Formula: C5H7N
Source: the Open Molecules 2025 dataset
Level of theory: ωB97M-V/def2-TZVPD

Results
gap between HOMO and LUMO (alpha / beta): 0.2246 / 0.2245 Ha
electronic energy: -6785.1793 eV
HOMO energy (alpha / beta): -5.78 / -5.78 eV
strongest force on any atom: 0.0124 hartree/bohr
energy above the lowest of the compared OMol25 structures with the same formula, charge and spin: 3.333 eV
LUMO level (alpha / beta): 0.3266 / 0.3261 eV

Structure (ORCA input):
```
! wB97M-V def2-TZVPD RIJCOSX def2/J DEFGRID3
* xyz 0 1
C -1.30 0.41 1.66
C -0.47 -0.08 0.70
C -0.43 -1.12 -0.25
C 0.50 -0.71 -1.32
C 1.29 0.37 -0.71
N 0.73 0.70 0.40
H -1.02 1.29 2.23
H 0.05 0.04 -2.04
H -2.26 -0.05 1.81
H -1.22 -1.84 -0.39
H 1.05 -1.46 -1.88
H 2.10 0.93 -1.17
H 0.98 1.50 0.97
*
```

---

3.
Formula: C5H7N
Source: the Open Molecules 2025 dataset
Level of theory: ωB97M-V/def2-TZVPD

Results
SMILES: C#C[C@@H]1N[C@@H]1C
gap between HOMO and LUMO: 0.3820 Ha
electronic energy: -6785.5058 eV
HOMO energy: -9.28 eV
strongest force on any atom: 0.0082 hartree/bohr
energy above the lowest of the compared OMol25 structures with the same formula, charge and spin: 3.007 eV
LUMO level: 1.1186 eV

Structure (ORCA input):
```
! wB97M-V def2-TZVPD RIJCOSX def2/J DEFGRID3
* xyz 0 1
C -1.14 -0.97 0.36
C -1.00 0.38 -0.31
N -0.45 1.65 0.14
C 0.35 0.83 -0.76
C 1.50 0.14 -0.21
C 2.42 -0.45 0.31
H -0.33 -1.26 1.04
H -2.10 -1.10 0.87
H -1.10 -1.66 -0.49
H -1.81 0.55 -1.01
H -0.05 1.64 1.08
H 0.48 1.21 -1.77
H 3.24 -0.96 0.76
*
```

---

4.
Formula: C5H7N
Source: the Open Molecules 2025 dataset
Level of theory: ωB97M-V/def2-TZVPD

Results
SMILES: C1=C[C@@H]2N[C@@H]2C1
gap between HOMO and LUMO: 0.3598 Ha
electronic energy: -6785.9432 eV
HOMO energy: -8.70 eV
strongest force on any atom: 0.0368 hartree/bohr
energy above the lowest of the compared OMol25 structures with the same formula, charge and spin: 2.569 eV
LUMO level: 1.0914 eV

Structure (ORCA input):
```
! wB97M-V def2-TZVPD RIJCOSX def2/J DEFGRID3
* xyz 0 1
C -1.12 0.50 -0.16
C -0.91 -0.81 0.57
C 0.18 0.55 -0.93
C 1.19 -0.25 -0.22
N 1.35 1.16 -0.05
C 0.40 -1.08 0.73
H -2.05 0.59 -0.73
H -1.13 1.35 0.54
H -1.73 -1.43 0.89
H 0.07 0.46 -2.02
H 2.00 -0.69 -0.79
H 0.89 1.48 0.81
H 0.86 -1.81 1.38
*
```

---

5.
Formula: C5H7N
Source: the Open Molecules 2025 dataset
Level of theory: ωB97M-V/def2-TZVPD

Results
gap between HOMO and LUMO: 0.3049 Ha
electronic energy: -6785.8479 eV
HOMO energy: -7.60 eV
strongest force on any atom: 0.0100 hartree/bohr
energy above the lowest of the compared OMol25 structures with the same formula, charge and spin: 2.665 eV
LUMO level: 0.6939 eV

Structure (ORCA input):
```
! wB97M-V def2-TZVPD RIJCOSX def2/J DEFGRID3
* xyz 0 1
C -0.89 1.62 -0.30
C -0.31 0.26 -0.07
C -0.98 -0.96 0.13
C -0.10 -2.04 0.26
C 1.24 -1.36 0.26
N 1.01 0.06 -0.03
H -0.63 2.30 0.52
H -0.52 2.05 -1.23
H -1.98 1.55 -0.37
H -2.07 -1.01 0.17
H 1.61 -1.45 1.29
H 2.00 -1.78 -0.41
H 1.70 0.78 -0.16
*
```

---

6.
Formula: C5H7N
Source: the Open Molecules 2025 dataset
Level of theory: ωB97M-V/def2-TZVPD

Results
SMILES: C#CC/N=C/C
gap between HOMO and LUMO: 0.4030 Ha
electronic energy: -6786.0375 eV
HOMO energy: -9.82 eV
strongest force on any atom: 0.0100 hartree/bohr
energy above the lowest of the compared OMol25 structures with the same formula, charge and spin: 2.475 eV
LUMO level: 1.1510 eV

Structure (ORCA input):
```
! wB97M-V def2-TZVPD RIJCOSX def2/J DEFGRID3
* xyz 0 1
C 2.33 -0.52 0.20
C 0.91 -0.60 -0.27
N -0.05 -0.39 0.52
C -1.39 -0.40 -0.04
C -1.98 0.94 0.08
C -2.41 2.06 0.18
H 2.33 -0.27 1.26
H 2.86 -1.47 0.04
H 2.86 0.26 -0.35
H 0.75 -0.83 -1.34
H -2.00 -1.11 0.53
H -1.41 -0.72 -1.10
H -2.80 3.05 0.29
*
```

---

7.
Formula: C5H7N
Source: the Open Molecules 2025 dataset
Level of theory: ωB97M-V/def2-TZVPD

Results
gap between HOMO and LUMO: 0.3198 Ha
electronic energy: -6785.0981 eV
HOMO energy: -8.06 eV
strongest force on any atom: 0.0101 hartree/bohr
energy above the lowest of the compared OMol25 structures with the same formula, charge and spin: 3.415 eV
LUMO level: 0.6443 eV

Structure (ORCA input):
```
! wB97M-V def2-TZVPD RIJCOSX def2/J DEFGRID3
* xyz 0 1
C -1.60 -0.62 0.62
C -0.28 -0.18 0.08
C 0.63 -0.78 -0.70
C 1.80 0.08 -0.88
C 1.77 1.25 -0.18
N 0.29 1.14 0.37
H -1.62 -0.62 1.72
H -2.43 0.00 0.27
H -1.79 -1.65 0.30
H 0.50 -1.76 -1.14
H 2.64 -0.19 -1.51
H -0.05 1.85 -0.28
H 0.15 1.50 1.31
*
```

---

8.
Formula: C5H7N
Source: the Open Molecules 2025 dataset
Level of theory: ωB97M-V/def2-TZVPD

Results
SMILES: C#C[C@@H]1N[C@@H]1C
gap between HOMO and LUMO: 0.3813 Ha
electronic energy: -6785.7002 eV
HOMO energy: -9.25 eV
strongest force on any atom: 0.0089 hartree/bohr
energy above the lowest of the compared OMol25 structures with the same formula, charge and spin: 2.812 eV
LUMO level: 1.1265 eV

Structure (ORCA input):
```
! wB97M-V def2-TZVPD RIJCOSX def2/J DEFGRID3
* xyz 0 1
C 0.84 -1.04 -0.85
C -0.08 0.12 -1.11
N -1.48 0.10 -0.69
C -0.55 1.02 -0.01
C -0.16 0.78 1.36
C 0.14 0.61 2.52
H 0.66 -1.47 0.14
H 0.68 -1.82 -1.60
H 1.89 -0.73 -0.90
H 0.05 0.60 -2.08
H -1.64 -0.71 -0.09
H -0.74 2.06 -0.24
H 0.40 0.47 3.55
*
```

---

9.
Formula: C5H7N
Source: the Open Molecules 2025 dataset
Level of theory: ωB97M-V/def2-TZVPD

Results
SMILES: C1=C[C@H]2N[C@H]2C1
gap between HOMO and LUMO: 0.3695 Ha
electronic energy: -6786.7927 eV
HOMO energy: -8.89 eV
strongest force on any atom: 0.0098 hartree/bohr
energy above the lowest of the compared OMol25 structures with the same formula, charge and spin: 1.720 eV
LUMO level: 1.1634 eV

Structure (ORCA input):
```
! wB97M-V def2-TZVPD RIJCOSX def2/J DEFGRID3
* xyz 0 1
C 0.45 -1.16 0.08
C 1.16 -0.06 -0.69
C 0.63 1.14 -0.44
C -0.61 1.03 0.38
N -1.72 0.16 -0.03
C -0.68 -0.40 0.81
H 1.12 -1.64 0.79
H 0.12 -1.97 -0.60
H 1.97 -0.24 -1.39
H 1.08 2.09 -0.69
H -0.95 1.90 0.95
H -1.61 -0.20 -0.98
H -0.95 -0.63 1.84
*
```

---

10.
Formula: C5H7N
Source: the Open Molecules 2025 dataset
Level of theory: ωB97M-V/def2-TZVPD

Results
SMILES: Cc1cc[nH]c1
gap between HOMO and LUMO: 0.3543 Ha
electronic energy: -6787.5346 eV
HOMO energy: -8.53 eV
strongest force on any atom: 0.0317 hartree/bohr
energy above the lowest of the compared OMol25 structures with the same formula, charge and spin: 0.978 eV
LUMO level: 1.1083 eV

Structure (ORCA input):
```
! wB97M-V def2-TZVPD RIJCOSX def2/J DEFGRID3
* xyz 0 1
C 1.92 0.04 0.14
C 0.43 -0.06 0.06
C -0.31 -1.08 -0.45
N -1.68 -0.80 -0.34
C -1.75 0.45 0.30
C -0.51 0.95 0.50
H 2.24 0.52 1.07
H 2.38 -0.96 0.10
H 2.32 0.63 -0.69
H 0.04 -2.03 -0.86
H -2.07 -0.40 -1.20
H -2.74 0.83 0.49
H -0.27 1.93 0.88
*
```

---

11.
Formula: C5H7N
Source: the Open Molecules 2025 dataset
Level of theory: ωB97M-V/def2-TZVPD

Results
gap between HOMO and LUMO: 0.3740 Ha
electronic energy: -6785.7674 eV
HOMO energy: -9.45 eV
strongest force on any atom: 0.0648 hartree/bohr
energy above the lowest of the compared OMol25 structures with the same formula, charge and spin: 2.745 eV
LUMO level: 0.7280 eV

Structure (ORCA input):
```
! wB97M-V def2-TZVPD RIJCOSX def2/J DEFGRID3
* xyz 0 1
C -0.08 -0.74 -0.06
C 2.19 -0.08 0.05
C 1.35 -1.09 -0.07
C -0.81 0.65 -0.01
C -2.05 -0.33 -0.02
N -1.14 -1.47 0.05
H 3.22 -0.32 0.01
H 1.94 0.97 0.34
H 1.76 -2.17 -0.11
H -0.46 1.03 1.05
H -0.53 1.33 -0.83
H -2.75 -0.35 0.77
H -2.75 -0.17 -0.97
*
```

---

12.
Formula: C5H7N
Source: the Open Molecules 2025 dataset
Level of theory: ωB97M-V/def2-TZVPD

Results
gap between HOMO and LUMO: 0.4158 Ha
electronic energy: -6784.9629 eV
HOMO energy: -10.48 eV
strongest force on any atom: 0.0507 hartree/bohr
energy above the lowest of the compared OMol25 structures with the same formula, charge and spin: 3.550 eV
LUMO level: 0.8355 eV

Structure (ORCA input):
```
! wB97M-V def2-TZVPD RIJCOSX def2/J DEFGRID3
* xyz 0 1
C 3.08 -0.55 0.21
C -1.58 -1.08 -0.56
C -0.98 -0.61 0.53
C 0.48 0.06 0.65
C 0.40 1.14 -0.44
N 1.96 -0.42 0.55
H -2.57 -1.49 -0.47
H -1.07 -0.90 -1.48
H -1.42 -0.61 1.53
H 0.51 0.34 1.72
H 0.14 2.10 -0.17
H -0.35 0.80 -1.13
H 1.39 1.23 -0.93
*
```